i) Computed, not measured: the molecule C5H9NO2, with wB97M-V/def2-TZVPD.

As for the SMILES: C[C@]1(CO)NCC1=O. As for the multiplicity: 1. The HOMO-LUMO gap is 9.563 eV. The net charge is 0.

Each line ends with the Löwdin charge.
Geometry (Å):
C1 0.343 -1.510 -0.967  -0.055
C2 -0.188 -0.342 -0.248  -0.365
C3 0.759 -0.033 1.140  -0.177
C4 -1.278 1.589 -0.439  -0.105
C5 -0.083 1.141 -1.009  -0.458
H1 -0.132 -1.615 -2.047  0.133
H2 0.421 -2.448 -0.539  0.034
H3 1.489 -1.456 -0.984  0.114
H4 1.805 0.076 0.824  0.108
H5 0.353 1.012 1.586  0.148
H6 1.539 -1.188 2.368  0.122
H7 -1.661 0.104 1.122  0.121
H8 -1.740 1.874 -1.411  0.141
H9 -1.388 2.385 0.390  0.157
N1 -1.602 0.128 0.038  0.021
O1 0.633 -1.241 1.919  -0.096
O2 0.730 1.524 -1.743  0.156

***

ii) Computed, not measured: the molecule C5H9NO2, with wB97M-V/def2-TZVPD.

As for the multiplicity: 1. The HOMO-LUMO gap is 8.014 eV. The net charge is 0.

Each line ends with the Löwdin charge.
Geometry (Å):
C1 1.405 -0.186 1.032  -0.003
C2 -0.184 -1.749 -0.400  -0.031
C3 1.412 0.491 -0.280  -0.501
C4 0.111 -0.412 0.221  -0.349
N1 -1.977 0.683 -0.337  0.148
C5 -0.895 0.591 0.457  -0.122
O1 0.566 1.945 0.091  -0.105
O2 2.101 0.512 -1.282  0.036
H1 0.422 2.313 -0.794  0.075
H2 -1.935 0.298 -1.268  0.115
H3 -2.643 1.423 -0.179  0.115
H4 2.055 -1.054 1.085  0.122
H5 1.343 0.408 1.939  0.114
H6 -1.029 1.046 1.433  0.144
H7 -0.682 -2.428 0.301  0.081
H8 -0.815 -1.665 -1.288  0.070
H9 0.745 -2.217 -0.731  0.090

***

iii) Computed, not measured: C5H9NO2 as an isolated structure, with wB97M-V/def2-TZVPD.

As for the multiplicity: 1. The HOMO-LUMO gap (alpha / beta) is 8.015 / 6.255 eV. The net charge is 0.

Each line ends with the Löwdin charge.
Geometry (Å):
C1 -1.236 -0.206 -0.682  -0.147
C2 -0.276 -0.320 0.416  -0.498
N1 -0.837 0.044 1.695  0.094
C3 0.718 -1.381 0.458  -0.084
C4 0.335 0.961 -0.473  -0.124
C5 0.490 2.200 0.025  -0.018
O1 -1.127 -0.854 -1.839  0.037
O2 0.632 -2.322 -0.606  -0.061
H1 -0.422 -1.541 -1.729  0.093
H2 1.482 -2.763 -0.710  0.106
H3 -2.183 0.296 -0.516  0.146
H4 -1.144 1.009 1.737  0.069
H5 -0.167 -0.134 2.430  0.083
H6 1.734 -1.099 0.717  0.107
H7 0.843 0.670 -1.385  0.115
H8 1.117 2.915 -0.492  0.045
H9 0.041 2.525 0.955  0.036

***

Which structure is most stable? ii), by 91.7 kJ/mol over the runner-up.

***

i) Computed, not measured: a 2-piece molecular cluster, C5H9NO2 overall, with wB97M-V/def2-TZVPD.

As for the multiplicity: 1. The HOMO-LUMO gap (alpha / beta) is 8.743 / 7.871 eV. The net charge is 0.

Each line ends with the Löwdin charge.
Geometry (Å):
C1 -0.679 0.088 0.285  -0.374
C2 -0.652 0.926 -0.953  -0.031
C3 -1.589 -1.103 0.293  -0.023
N1 0.731 1.181 1.878  -0.055
O1 -0.232 0.399 1.458  -0.057
O2 1.006 2.256 0.977  -0.097
C4 1.918 -1.116 -0.140  0.012
C5 1.793 -1.814 -1.107  0.017
H1 1.450 2.894 1.542  0.083
H2 2.102 -0.445 0.674  0.026
H3 -0.375 0.300 -1.803  0.082
H4 -1.649 1.328 -1.147  0.089
H5 0.052 1.747 -0.879  0.064
H6 -1.659 -1.529 1.292  0.088
H7 -2.587 -0.827 -0.046  0.083
H8 -1.202 -1.865 -0.384  0.077
H9 1.572 -2.419 -1.940  0.015

***

ii) Computed, not measured: the molecule C5H9NO2, with wB97M-V/def2-TZVPD.

As for the multiplicity: 1. The HOMO-LUMO gap (alpha / beta) is 6.736 / 6.730 eV. The net charge is 0.

Each line ends with the Löwdin charge.
Geometry (Å):
C1 0.380 1.083 0.518  -0.311
C2 0.857 1.380 -0.878  -0.189
C3 1.139 0.004 -1.330  0.099
C4 -1.247 -2.117 -0.144  -0.110
C5 -0.373 -0.069 0.718  -0.400
O1 0.760 1.841 1.613  0.003
O2 -1.121 -0.236 1.853  0.083
N1 -0.302 -1.021 -0.196  -0.025
H1 0.789 2.772 1.356  0.098
H2 -1.028 0.564 2.387  0.107
H3 0.116 1.903 -1.490  0.113
H4 1.763 1.991 -0.825  0.128
H5 0.692 -0.395 -2.228  0.077
H6 2.048 -0.458 -0.962  0.099
H7 -1.191 -2.677 -1.078  0.073
H8 -2.275 -1.769 0.002  0.075
H9 -1.007 -2.796 0.684  0.082

***

iii) Computed, not measured: the molecule C5H9NO2, with wB97M-V/def2-TZVPD.

As for the SMILES: C/C=C(O)\C(O)=C/N. As for the multiplicity: 1. The HOMO-LUMO gap is 8.263 eV. The net charge is 0.

Each line ends with the Löwdin charge.
Geometry (Å):
C1 -1.040 0.360 -1.619  -0.105
C2 0.015 -0.237 1.256  -0.282
C3 0.262 -1.038 0.066  -0.289
N1 0.784 1.933 0.383  0.045
C4 0.173 1.101 1.306  -0.132
C5 -0.065 -0.686 -1.188  -0.108
O1 -0.425 -0.893 2.390  0.032
O2 0.847 -2.255 0.367  0.037
H1 -0.324 -1.839 2.229  0.094
H2 0.885 -2.797 -0.429  0.105
H3 1.124 1.655 -0.525  0.076
H4 1.480 2.552 0.775  0.083
H5 -0.135 1.602 2.215  0.125
H6 0.285 -1.329 -1.993  0.104
H7 -1.860 -0.110 -2.165  0.076
H8 -0.574 1.074 -2.299  0.071
H9 -1.433 0.906 -0.768  0.068

***

Which structure is most stable? iii), by 234.0 kJ/mol over the runner-up.

***

i) Computed, not measured: a 2-piece molecular cluster, C6H9N3 overall, with wB97M-V/def2-TZVPD.

As for the multiplicity: 1. The HOMO-LUMO gap (alpha / beta) is 7.421 / 7.428 eV. The net charge is 0.

Each line ends with the Löwdin charge.
Geometry (Å):
C1 -0.108 -0.366 -2.126  -0.122
C2 0.979 -0.317 -2.983  -0.238
C3 0.395 0.207 -0.953  -0.133
C4 -1.198 1.003 1.082  -0.009
C5 0.213 -0.986 1.959  -0.117
C6 -1.138 -0.325 1.924  -0.203
N1 2.027 0.264 -2.465  -0.028
N2 -1.734 2.055 0.834  0.225
N3 1.652 0.637 -1.250  -0.108
H1 -0.976 -0.816 -2.197  0.014
H2 1.065 -0.707 -3.940  0.069
H3 0.567 -0.749 0.940  0.028
H4 0.022 -2.048 1.968  0.076
H5 0.869 -0.800 2.732  0.048
H6 -1.568 -0.061 2.881  0.103
H7 -1.811 -1.101 1.498  0.129
H8 -1.689 3.039 0.737  0.096
H9 2.433 1.071 -0.641  0.171

***

ii) Computed, not measured: a 2-piece molecular cluster, C6H9N3 overall, with wB97M-V/def2-TZVPD.

As for the multiplicity: 1. The HOMO-LUMO gap is 8.984 eV. The net charge is 0.

Each line ends with the Löwdin charge.
Geometry (Å):
C1 2.138 0.133 0.357  -0.263
C2 1.535 -0.935 -0.428  -0.246
C3 0.149 -0.516 -0.204  -0.314
C4 -1.137 -1.083 -0.264  -0.081
C5 -2.388 -0.567 0.220  -0.240
C6 -1.292 1.463 -0.133  -0.153
H1 1.506 0.021 1.743  0.222
H2 3.442 0.162 0.407  0.169
H3 1.819 -0.573 -1.600  0.186
H4 1.636 -2.091 -0.084  0.170
H5 -1.062 -2.046 -0.562  0.058
H6 -3.359 -1.189 0.215  0.125
H7 -2.380 -0.415 1.396  0.136
H8 -1.168 2.426 -0.584  0.100
H9 1.764 2.265 -0.042  0.145
N1 -2.462 0.849 -0.369  0.055
N2 -0.067 0.812 0.315  -0.050
N3 1.325 1.283 -0.386  -0.018

***

iii) Computed, not measured: the molecule C6H9N3, with wB97M-V/def2-TZVPD.

As for the SMILES: C[C@]12CN1N=C[C@@H]1N[C@H]12. As for the multiplicity: 1. The HOMO-LUMO gap is 9.612 eV. The net charge is 0.

Each line ends with the Löwdin charge.
Geometry (Å):
C1 0.438 -2.094 0.670  -0.034
C2 0.138 -0.647 0.376  -0.310
C3 -0.786 0.025 1.318  -0.126
C4 -0.995 1.465 -1.330  -0.137
C5 0.404 1.501 -0.778  -0.249
C6 0.818 0.107 -0.792  -0.244
H1 0.949 -2.495 -0.212  0.082
H2 1.054 -2.209 1.558  0.079
H3 -0.481 -2.624 0.914  0.082
H4 -1.209 -0.554 2.133  0.116
H5 -0.678 1.042 1.559  0.087
H6 -1.390 2.252 -1.951  0.102
H7 0.269 1.876 0.271  0.133
H8 2.321 1.404 -0.223  0.106
H9 0.615 -0.460 -1.664  0.138
N1 -1.436 -0.381 0.086  -0.004
N2 -1.822 0.640 -0.883  0.069
N3 1.789 1.150 -1.052  0.110

***

iv) Computed, not measured: the molecule C6H9N3, with wB97M-V/def2-TZVPD.

As for the SMILES: C=C(C)c1nccn1N. As for the multiplicity: 1. The HOMO-LUMO gap is 8.852 eV. The net charge is 0.

Each line ends with the Löwdin charge.
Geometry (Å):
C1 2.807 1.160 0.039  -0.135
C2 2.736 -0.206 -0.136  -0.093
C3 0.756 0.620 0.034  -0.273
C4 -1.189 2.008 -0.344  0.015
C5 -0.784 0.812 0.041  -0.270
C6 -1.746 -0.378 0.102  -0.066
N1 1.542 1.642 0.067  0.079
N2 1.444 -0.588 -0.006  -0.104
N3 0.952 -1.888 -0.236  0.115
H1 3.510 1.938 0.112  0.083
H2 3.604 -0.898 -0.311  0.126
H3 -2.277 2.324 -0.395  0.086
H4 -0.399 2.806 -0.455  0.076
H5 -1.893 -0.581 -0.871  0.030
H6 -1.475 -1.200 0.722  0.046
H7 -2.666 0.079 0.684  0.122
H8 0.411 -1.955 -1.044  0.077
H9 0.796 -2.355 0.619  0.087

***

Which structure is most stable? iv), by 301.6 kJ/mol over the runner-up.

***

i) Computed, not measured: the molecule C6H9N3, with wB97M-V/def2-TZVPD.

As for the multiplicity: 1. The HOMO-LUMO gap (alpha / beta) is 8.493 / 8.494 eV. The net charge is 0.

Each line ends with the Löwdin charge.
Geometry (Å):
C1 -0.762 -0.793 0.583  -0.058
C2 -0.147 2.259 -0.824  -0.014
C3 0.869 -2.385 -0.758  -0.030
C4 0.461 1.277 0.147  -0.413
C5 -0.550 0.631 1.081  -0.307
C6 0.489 -1.044 -0.226  -0.292
N1 1.840 1.121 0.225  0.121
N2 1.261 -0.009 -0.339  0.021
N3 -1.113 1.275 2.009  0.164
H1 -1.807 0.711 2.503  0.060
H2 -1.687 -0.883 -0.003  0.126
H3 -0.843 -1.500 1.415  0.127
H4 -1.082 1.891 -1.252  0.080
H5 -0.376 3.175 -0.272  0.087
H6 0.562 2.487 -1.618  0.080
H7 0.119 -2.761 -1.462  0.081
H8 1.831 -2.338 -1.266  0.082
H9 0.935 -3.114 0.057  0.083

***

ii) Computed, not measured: a 3-piece molecular cluster, C6H9N3 overall, with wB97M-V/def2-TZVPD.

As for the SMILES: CC#N.CC#N.CC#N. As for the multiplicity: 1. The HOMO-LUMO gap is 12.175 eV. The net charge is 0.

Each line ends with the Löwdin charge.
Geometry (Å):
C1 1.717 -1.843 -4.770  -0.081
C2 2.924 -2.630 -4.768  -0.307
N1 3.852 -3.284 -4.652  0.131
H1 0.830 -2.502 -4.693  0.094
H2 1.748 -1.182 -5.599  0.063
H3 1.702 -1.201 -3.846  0.101
C3 -1.529 2.558 4.247  -0.083
C4 -2.386 1.959 3.264  -0.300
N2 -3.218 1.452 2.660  0.135
H4 -0.660 2.980 3.769  0.071
H5 -1.286 1.751 4.954  0.091
H6 -1.975 3.406 4.875  0.115
C5 -0.722 -0.393 0.535  -0.061
C6 0.580 0.034 1.083  -0.306
N3 1.544 0.231 1.602  0.125
H7 -0.952 0.314 -0.273  0.085
H8 -1.463 -0.221 1.334  0.058
H9 -0.707 -1.428 0.278  0.068

***

Which structure is most stable? ii), by 310.4 kJ/mol over the runner-up.